Record 1
ORCA calculation (the ωB97M-V functional and the def2-TZVPD basis) on an isolated ion of composition C16H34N5S2 and charge +1.

```
! wB97M-V def2-TZVPD RIJCOSX def2/J DEFGRID3
* xyz 1 1
C -1.83 0.22 3.12
H -2.37 0.30 4.06
H -1.86 1.18 2.62
H -2.34 -0.52 2.50
C -0.39 -0.21 3.38
C 0.39 -0.34 2.07
H 0.36 0.61 1.53
H -0.09 -1.09 1.43
C 1.85 -0.74 2.30
N 2.56 -0.94 1.05
C 2.48 -2.00 0.27
N 1.89 -3.13 0.66
H 1.43 -3.12 1.56
C 1.44 -4.15 -0.25
H 2.11 -4.19 -1.10
H 1.47 -5.12 0.26
C -0.01 -3.85 -0.70
N -0.11 -2.49 -1.20
C -1.44 -1.92 -1.03
H -2.19 -2.47 -1.62
C -1.43 -0.43 -1.47
N -0.08 -0.05 -1.83
H 3.07 -0.59 -1.43
C 0.57 1.02 -1.32
N -0.13 1.96 -0.68
H -1.13 2.02 -0.81
C 0.48 3.15 -0.09
H 0.91 3.78 -0.88
C -0.55 3.94 0.72
C -1.39 4.90 -0.11
C -2.30 4.23 -1.14
H -1.73 3.77 -1.94
H -2.93 3.48 -0.67
H -2.96 4.97 -1.59
H -2.01 5.48 0.58
H -0.73 5.60 -0.62
H 0.00 4.52 1.46
H -1.20 3.24 1.26
H 1.30 2.82 0.55
S 2.25 1.20 -1.40
C 0.46 -0.86 -2.90
H -0.07 -0.60 -3.83
H 1.51 -0.60 -3.04
C 0.28 -2.35 -2.59
H -0.48 -2.79 -3.26
H 1.22 -2.88 -2.76
H -1.79 0.18 -0.65
H -2.09 -0.29 -2.33
H -1.72 -1.99 0.02
H -0.31 -4.60 -1.44
H -0.67 -3.95 0.17
S 3.32 -1.97 -1.24
H 2.97 -0.11 0.63
H 1.91 -1.64 2.91
H 2.37 0.06 2.84
H -0.37 -1.16 3.91
H 0.10 0.54 4.01
*
```

The value obtained for the relative energy (zero: lowest compared OMol25 entry of this formula, charge and spin) is 0.392 eV. Its energy is -46259.9708 eV. Its HOMO energy is -11.5 eV. For the frontier orbital gap, the calculation gives 9.34 eV.

---

Record 2
ORCA calculation (the ωB97M-V functional and the def2-TZVPD basis) on C16H34P2V as an isolated structure at a distorted geometry.

```
! wB97M-V def2-TZVPD RIJCOSX def2/J DEFGRID3
* xyz 0 4
P 0.84 -1.79 1.32
P 0.57 1.88 1.87
C 1.38 -0.34 0.30
C 1.95 0.96 0.94
H 0.68 0.14 -0.47
H 2.17 -0.81 -0.37
H 2.59 0.74 1.77
H 2.51 1.66 0.22
C -0.74 2.97 1.26
H -0.97 3.75 1.99
H -1.68 2.49 0.99
H -0.33 3.46 0.39
C 1.72 3.18 2.49
H 1.61 4.01 1.75
H 2.77 2.76 2.44
H 1.45 3.54 3.48
C -0.39 -3.08 0.65
H -0.26 -3.95 1.33
H -0.08 -3.43 -0.36
H -1.47 -2.81 0.61
C 2.15 -3.00 1.67
H 3.11 -2.52 1.86
H 2.21 -3.67 0.80
H 1.80 -3.58 2.54
V -1.16 -0.28 -0.27
C 0.04 1.40 -1.98
C -1.28 1.17 -1.53
C -2.34 0.47 -2.35
C -1.93 -0.85 -2.99
C -1.04 -1.52 -1.93
C 0.34 -1.56 -1.96
C 1.22 -0.72 -2.78
C 0.70 0.70 -3.13
C -0.12 0.33 2.86
H 0.42 2.40 -1.75
H -1.65 1.81 -0.71
H -2.64 1.19 -3.12
H -3.20 0.30 -1.70
H -2.87 -1.43 -3.08
H -1.44 -0.70 -3.96
H -1.64 -2.15 -1.23
H 0.84 -2.34 -1.34
H 1.61 -1.15 -3.71
H 2.10 -0.52 -2.17
H 1.62 1.28 -3.33
H 0.18 0.69 -4.10
H 0.15 0.76 3.90
H 0.66 -0.51 2.88
H -1.09 -0.19 2.99
C -2.54 -0.29 1.55
H -3.50 -0.26 1.01
H -2.50 0.60 2.23
H -2.53 -1.19 2.20
*
```

The value obtained for the relative energy (zero: lowest compared OMol25 entry of this formula, charge and spin) is 4.074 eV. Its energy is -61395.4999 eV. Its HOMO energy (spin up / spin down) is -4.7 / -4.3 eV. For the frontier orbital gap (spin up / spin down), the calculation gives 4.90 / 4.59 eV.

---

Copy entry 1 word for word.
ORCA calculation (the ωB97M-V functional and the def2-TZVPD basis) on an isolated ion of composition C16H34N5S2 and charge +1.

```
! wB97M-V def2-TZVPD RIJCOSX def2/J DEFGRID3
* xyz 1 1
C -1.83 0.22 3.12
H -2.37 0.30 4.06
H -1.86 1.18 2.62
H -2.34 -0.52 2.50
C -0.39 -0.21 3.38
C 0.39 -0.34 2.07
H 0.36 0.61 1.53
H -0.09 -1.09 1.43
C 1.85 -0.74 2.30
N 2.56 -0.94 1.05
C 2.48 -2.00 0.27
N 1.89 -3.13 0.66
H 1.43 -3.12 1.56
C 1.44 -4.15 -0.25
H 2.11 -4.19 -1.10
H 1.47 -5.12 0.26
C -0.01 -3.85 -0.70
N -0.11 -2.49 -1.20
C -1.44 -1.92 -1.03
H -2.19 -2.47 -1.62
C -1.43 -0.43 -1.47
N -0.08 -0.05 -1.83
H 3.07 -0.59 -1.43
C 0.57 1.02 -1.32
N -0.13 1.96 -0.68
H -1.13 2.02 -0.81
C 0.48 3.15 -0.09
H 0.91 3.78 -0.88
C -0.55 3.94 0.72
C -1.39 4.90 -0.11
C -2.30 4.23 -1.14
H -1.73 3.77 -1.94
H -2.93 3.48 -0.67
H -2.96 4.97 -1.59
H -2.01 5.48 0.58
H -0.73 5.60 -0.62
H 0.00 4.52 1.46
H -1.20 3.24 1.26
H 1.30 2.82 0.55
S 2.25 1.20 -1.40
C 0.46 -0.86 -2.90
H -0.07 -0.60 -3.83
H 1.51 -0.60 -3.04
C 0.28 -2.35 -2.59
H -0.48 -2.79 -3.26
H 1.22 -2.88 -2.76
H -1.79 0.18 -0.65
H -2.09 -0.29 -2.33
H -1.72 -1.99 0.02
H -0.31 -4.60 -1.44
H -0.67 -3.95 0.17
S 3.32 -1.97 -1.24
H 2.97 -0.11 0.63
H 1.91 -1.64 2.91
H 2.37 0.06 2.84
H -0.37 -1.16 3.91
H 0.10 0.54 4.01
*
```

The value obtained for the relative energy (zero: lowest compared OMol25 entry of this formula, charge and spin) is 0.392 eV. Its energy is -46259.9708 eV. Its HOMO energy is -11.5 eV. For the frontier orbital gap, the calculation gives 9.34 eV.

---

Repeat the first record exactly.
ORCA calculation (the ωB97M-V functional and the def2-TZVPD basis) on an isolated ion of composition C16H34N5S2 and charge +1.

```
! wB97M-V def2-TZVPD RIJCOSX def2/J DEFGRID3
* xyz 1 1
C -1.83 0.22 3.12
H -2.37 0.30 4.06
H -1.86 1.18 2.62
H -2.34 -0.52 2.50
C -0.39 -0.21 3.38
C 0.39 -0.34 2.07
H 0.36 0.61 1.53
H -0.09 -1.09 1.43
C 1.85 -0.74 2.30
N 2.56 -0.94 1.05
C 2.48 -2.00 0.27
N 1.89 -3.13 0.66
H 1.43 -3.12 1.56
C 1.44 -4.15 -0.25
H 2.11 -4.19 -1.10
H 1.47 -5.12 0.26
C -0.01 -3.85 -0.70
N -0.11 -2.49 -1.20
C -1.44 -1.92 -1.03
H -2.19 -2.47 -1.62
C -1.43 -0.43 -1.47
N -0.08 -0.05 -1.83
H 3.07 -0.59 -1.43
C 0.57 1.02 -1.32
N -0.13 1.96 -0.68
H -1.13 2.02 -0.81
C 0.48 3.15 -0.09
H 0.91 3.78 -0.88
C -0.55 3.94 0.72
C -1.39 4.90 -0.11
C -2.30 4.23 -1.14
H -1.73 3.77 -1.94
H -2.93 3.48 -0.67
H -2.96 4.97 -1.59
H -2.01 5.48 0.58
H -0.73 5.60 -0.62
H 0.00 4.52 1.46
H -1.20 3.24 1.26
H 1.30 2.82 0.55
S 2.25 1.20 -1.40
C 0.46 -0.86 -2.90
H -0.07 -0.60 -3.83
H 1.51 -0.60 -3.04
C 0.28 -2.35 -2.59
H -0.48 -2.79 -3.26
H 1.22 -2.88 -2.76
H -1.79 0.18 -0.65
H -2.09 -0.29 -2.33
H -1.72 -1.99 0.02
H -0.31 -4.60 -1.44
H -0.67 -3.95 0.17
S 3.32 -1.97 -1.24
H 2.97 -0.11 0.63
H 1.91 -1.64 2.91
H 2.37 0.06 2.84
H -0.37 -1.16 3.91
H 0.10 0.54 4.01
*
```

The value obtained for the relative energy (zero: lowest compared OMol25 entry of this formula, charge and spin) is 0.392 eV. Its energy is -46259.9708 eV. Its HOMO energy is -11.5 eV. For the frontier orbital gap, the calculation gives 9.34 eV.

---

Question: Look up the relative energy (zero: lowest compared OMol25 entry of this formula, charge and spin) of the second one.
Answer: 4.074 eV